Entry 1:
ORCA calculation (ωB97M-V/def2-TZVPD) on 2 unconnected molecules or ions with the total composition C2H4ClNO3 in a non-equilibrium geometry.

Structure (XYZ):
```
11
C2H4ClNO3 ωB97M-V/def2-TZVPD
C -0.823 -0.522 -0.237
C 0.625 -0.427 0.341
N 1.048 1.070 0.018
O 0.886 1.452 -1.154
O 1.453 1.673 0.946
O -1.509 0.352 0.514
Cl 1.691 -1.438 -0.636
H -1.233 -1.595 -0.203
H -0.590 -0.390 -1.370
H 0.701 -0.795 1.737
H -2.249 0.620 0.043
```

The calculation puts the HOMO-LUMO gap at 11.16 eV. The value obtained for the energy relative to the best compared isomer or geometry (same formula, charge and spin) is 132.45 kcal per mole. For the HOMO energy, the calculation gives -11.0 eV. The LUMO energy is 0.188 eV.

=====

Entry 2:
ORCA calculation (ωB97M-V/def2-TZVPD) on a molecular structure, C2H4ClP in a non-equilibrium geometry.

Structure (XYZ):
```
8
C2H4ClP ωB97M-V/def2-TZVPD
C -0.917 0.588 0.147
C 0.771 -0.273 -0.601
P -0.656 -1.247 0.174
Cl 2.185 0.191 0.188
H -0.708 1.227 0.977
H -1.462 1.063 -0.762
H 0.909 -0.133 -1.707
H -0.122 -1.415 1.584
```

The calculation puts the HOMO-LUMO gap at 9.19 eV. The value obtained for the energy relative to the best compared isomer or geometry (same formula, charge and spin) is 56.90 kcal per mole. For the HOMO energy, the calculation gives -8.3 eV. The LUMO energy is 0.890 eV.

=====

Entry 3:
ORCA calculation (ωB97M-V/def2-TZVPD) on a single C2H4ClP molecule in a non-equilibrium geometry.

Structure (XYZ):
```
8
C2H4ClP ωB97M-V/def2-TZVPD
C 0.136 0.724 0.524
C -0.438 -0.730 0.231
P 1.288 -0.424 -0.332
Cl 0.691 0.377 -2.672
H -0.543 1.547 -0.014
H 0.531 0.965 1.535
H -0.346 -1.557 1.121
H -1.319 -0.902 -0.393
```

The calculation puts the HOMO-LUMO gap (alpha / beta) at 8.12 / 6.00 eV. The value obtained for the energy relative to the best compared isomer or geometry (same formula, charge and spin) is 53.33 kcal per mole. The spin multiplicity is 3. For the HOMO energy (alpha / beta), the calculation gives -7.1 / -10.1 eV. The LUMO energy (alpha / beta) is 1.062 / -4.134 eV.

=====

| no. | DFT total energy (Eh) |
| --- | --- |
| 1 | -819.0992 |
| 2 | -880.0369 |
| 3 | -879.9682 |